No. 1
ORCA calculation (the ωB97M-V functional and the def2-TZVPD basis) on one molecule with the formula C5H6O at a distorted geometry.

Geometry (Å):
1 C -2.592 0.002 0.041
2 C -1.173 0.072 -0.017
3 C -0.052 -0.303 -0.306
4 C 1.241 0.300 -0.449
5 C 2.350 -0.157 0.381
6 O 2.326 -0.404 -1.014
7 H -3.067 0.251 -0.928
8 H -2.300 -1.036 0.390
9 H -3.177 0.365 0.876
10 H 1.178 1.354 -0.713
11 H 2.211 -1.035 1.009
12 H 3.056 0.591 0.730

Values from the calculation:
largest force on an atom = 0.051 hartree/bohr
HOMO-LUMO gap = 0.3697 hartree
energy above the lowest of the compared OMol25 structures with the same formula, charge and spin = 405.2 kJ/mol
E_HOMO = -9.40 eV
LUMO = 0.0242 Eh
total charge = 0
energy = -269.19190 a.u.

Charges computed using Löwdin, reported in e:
1 C -0.08
2 C -0.12
3 C 0.03
4 C -0.35
5 C -0.12
6 O -0.03
7 H 0.10
8 H 0.12
9 H 0.07
10 H 0.15
11 H 0.12
12 H 0.11

---

No. 2
ORCA calculation (the ωB97M-V functional and the def2-TZVPD basis) on C5H6O2 as an isolated structure.

Geometry (Å):
1 O 1.968 -0.891 0.077
2 C 0.683 -0.670 0.613
3 C -0.502 -0.958 -0.335
4 O -1.653 -0.557 0.455
5 C -1.237 0.779 0.215
6 C 0.262 0.816 0.420
7 C -0.359 0.462 -0.933
8 H 0.624 -1.246 1.548
9 H -0.654 -1.898 -0.858
10 H -1.929 1.597 0.390
11 H 0.775 1.755 0.628
12 H 2.253 -0.043 -0.287
13 H -0.232 0.854 -1.934

Values from the calculation:
largest force on an atom = 0.013 hartree/bohr
HOMO-LUMO gap = 0.3773 hartree
energy above the lowest of the compared OMol25 structures with the same formula, charge and spin = 344.9 kJ/mol
E_HOMO = -9.31 eV
LUMO = 0.0350 Eh
total charge = 0
energy = -344.47056 a.u.

Charges computed using Löwdin, reported in e:
1 O -0.01
2 C -0.26
3 C -0.16
4 O -0.03
5 C -0.21
6 C -0.08
7 C -0.07
8 H 0.15
9 H 0.16
10 H 0.15
11 H 0.14
12 H 0.09
13 H 0.14

---

No. 3
ORCA calculation (the ωB97M-V functional and the def2-TZVPD basis) on C5H6O2 as an isolated structure.

Geometry (Å):
1 O -1.440 0.139 1.818
2 C -0.776 0.228 0.739
3 C -0.933 1.107 -0.460
4 O -0.200 0.425 -1.462
5 C 0.425 -0.726 -0.903
6 C 1.516 -0.481 0.050
7 C 0.125 -0.846 0.596
8 H -0.524 2.109 -0.260
9 H -1.980 1.217 -0.766
10 H 0.401 -1.573 -1.583
11 H 1.892 0.536 0.146
12 H 2.265 -1.254 0.197
13 H -0.772 -0.880 1.887

Values from the calculation:
largest force on an atom = 0.007 hartree/bohr
HOMO-LUMO gap = 0.3370 hartree
energy above the lowest of the compared OMol25 structures with the same formula, charge and spin = 462.5 kJ/mol
E_HOMO = -8.70 eV
LUMO = 0.0171 Eh
total charge = 0
energy = -344.42576 a.u.

Charges computed using Löwdin, reported in e:
1 O 0.08
2 C -0.35
3 C -0.09
4 O -0.08
5 C -0.27
6 C -0.05
7 C -0.12
8 H 0.14
9 H 0.14
10 H 0.15
11 H 0.12
12 H 0.10
13 H 0.22

---

No. 4
ORCA calculation (the ωB97M-V functional and the def2-TZVPD basis) on one molecule with the formula C5H6O2.

Geometry (Å):
1 C -2.520 -0.074 0.852
2 C -1.494 -0.110 0.224
3 C -0.241 -0.200 -0.527
4 C 0.629 -1.337 0.021
5 O 0.867 -1.453 1.198
6 C 0.643 1.090 -0.412
7 O 1.999 0.769 -0.190
8 H -3.427 -0.060 1.416
9 H -0.468 -0.404 -1.581
10 H 1.087 -2.006 -0.732
11 H 0.249 1.736 0.381
12 H 0.615 1.643 -1.354
13 H 2.060 0.405 0.705

Values from the calculation:
largest force on an atom = 0.011 hartree/bohr
HOMO-LUMO gap = 0.3936 hartree
energy above the lowest of the compared OMol25 structures with the same formula, charge and spin = 260.7 kJ/mol
E_HOMO = -9.92 eV
LUMO = 0.0289 Eh
total charge = 0
energy = -344.50262 a.u.

Charges computed using Löwdin, reported in e:
1 C 0.13
2 C -0.11
3 C -0.26
4 C -0.22
5 O 0.07
6 C -0.20
7 O -0.06
8 H 0.03
9 H 0.14
10 H 0.14
11 H 0.13
12 H 0.12
13 H 0.09

---

No. 5
ORCA calculation (the ωB97M-V functional and the def2-TZVPD basis) on one molecule with the formula C5H6O2 at a distorted geometry.

Geometry (Å):
1 C -1.621 -0.224 1.138
2 C -0.638 0.026 0.297
3 C -0.510 -0.261 -1.128
4 O 0.829 -0.680 -1.341
5 C 1.656 -0.054 -0.370
6 C 0.699 0.633 0.603
7 O 0.975 1.468 1.427
8 H -1.494 0.080 2.164
9 H -2.554 -0.675 0.810
10 H -1.147 -1.001 -1.628
11 H -0.778 0.874 -1.301
12 H 2.224 -0.809 0.195
13 H 2.357 0.623 -0.866

Values from the calculation:
largest force on an atom = 0.052 hartree/bohr
HOMO-LUMO gap = 0.3718 hartree
energy above the lowest of the compared OMol25 structures with the same formula, charge and spin = 194.1 kJ/mol
E_HOMO = -9.81 eV
LUMO = 0.0111 Eh
total charge = 0
energy = -344.52799 a.u.

Charges computed using Löwdin, reported in e:
1 C 0.10
2 C -0.27
3 C -0.17
4 O -0.10
5 C -0.10
6 C -0.33
7 O 0.12
8 H 0.07
9 H 0.08
10 H 0.14
11 H 0.18
12 H 0.14
13 H 0.14

---

No. 6
ORCA calculation (the ωB97M-V functional and the def2-TZVPD basis) on C5H6O2 as an isolated structure.

Geometry (Å):
1 O -1.481 -1.780 1.027
2 C -1.526 -0.588 0.855
3 C -0.856 0.101 -0.314
4 O -0.376 1.405 0.012
5 C 0.969 1.021 -0.398
6 C 1.716 0.136 0.483
7 C 0.526 -0.382 -0.726
8 H -2.073 0.092 1.539
9 H -1.551 0.136 -1.163
10 H 1.432 1.719 -1.088
11 H 1.267 -1.039 0.004
12 H 1.177 0.042 1.436
13 H 0.776 -0.861 -1.667

Values from the calculation:
largest force on an atom = 0.009 hartree/bohr
HOMO-LUMO gap = 0.3594 hartree
energy above the lowest of the compared OMol25 structures with the same formula, charge and spin = 529.8 kJ/mol
E_HOMO = -9.14 eV
LUMO = 0.0233 Eh
total charge = 0
energy = -344.40013 a.u.

Charges computed using Löwdin, reported in e:
1 O 0.08
2 C -0.19
3 C -0.26
4 O -0.05
5 C -0.31
6 C 0.06
7 C -0.12
8 H 0.14
9 H 0.17
10 H 0.15
11 H 0.12
12 H 0.08
13 H 0.15